This record from the Open Molecules 2025 dataset describes a cluster of 13 separate species, C75H158N8O23 in total in a non-equilibrium geometry. The level of theory is ωB97M-V/def2-TZVPD.

The calculation puts the total energy at -5120.78070 hartree. Its orbital gap is 8.531 eV.

ORCA input file:
```
! wB97M-V def2-TZVPD RIJCOSX def2/J DEFGRID3
* xyz 0 1
O -11.939 -27.540 -7.216
O -3.281 -26.404 -15.558
O -8.235 -28.678 -14.091
O -12.180 -28.382 -17.059
O -13.130 -28.563 -19.056
O -13.177 -22.412 -9.976
O -3.343 -23.984 -11.389
O -6.273 -28.148 -7.153
O -7.226 -28.438 -9.162
O -11.480 -21.234 -9.083
O -3.446 -22.695 -13.141
O -6.416 -26.423 -8.499
O -4.613 -19.518 -14.253
O -11.041 -29.215 -18.711
O -12.338 -26.118 -20.694
O -11.346 -22.361 -11.075
O -9.388 -29.038 -15.952
O -12.110 -20.364 -15.509
O -10.514 -28.777 -14.153
O -13.643 -26.737 -12.422
O -2.463 -24.728 -13.313
O -4.194 -23.548 -20.791
O -8.746 -26.048 -12.486
N -11.443 -26.223 -7.360
N -15.705 -26.727 -11.419
N -2.602 -27.691 -15.286
N -4.690 -24.754 -20.159
N -12.577 -25.162 -19.671
N -8.707 -24.815 -13.191
N -13.036 -21.408 -13.645
N -5.253 -18.340 -13.700
C -9.327 -26.936 -6.272
C -4.180 -28.154 -13.539
C -4.736 -28.935 -15.858
C -9.957 -24.529 -6.411
C -4.982 -19.252 -11.483
C -6.294 -25.158 -22.130
C -12.901 -22.395 -18.645
C -8.148 -29.148 -16.615
C -5.169 -25.670 -21.191
C -13.944 -22.227 -14.357
C -14.423 -28.841 -11.476
C -10.383 -25.407 -18.813
C -3.607 -28.678 -14.825
C -1.500 -27.992 -16.301
C -3.995 -25.989 -22.084
C -14.125 -23.245 -19.008
C -7.367 -16.660 -12.842
C -0.539 -26.804 -16.287
C -1.786 -30.371 -15.490
C -7.108 -19.793 -12.642
C -7.395 -24.476 -13.618
C -10.511 -24.564 -8.854
C -0.777 -29.249 -15.858
C -10.717 -23.683 -20.557
C -2.134 -28.113 -17.666
C -2.838 -29.922 -14.471
C -13.255 -27.579 -16.586
C -5.639 -26.996 -20.526
C -3.304 -25.331 -10.866
C -6.710 -23.440 -19.496
C -3.051 -23.890 -12.722
C -5.976 -18.746 -12.457
C -7.421 -23.019 -14.207
C -12.619 -25.818 -9.433
C -10.877 -29.411 -20.178
C -9.310 -28.872 -14.654
C -6.595 -27.731 -8.205
C -6.519 -24.333 -12.334
C -15.043 -25.451 -20.034
C -6.135 -25.693 -18.457
C -4.689 -23.786 -17.985
C -14.567 -27.359 -11.879
C -13.772 -23.862 -21.473
C -9.885 -24.676 -14.140
C -6.557 -16.355 -14.113
C -10.326 -27.012 -9.491
C -6.070 -25.559 -7.413
C -9.853 -23.237 -14.722
C -15.780 -25.273 -11.514
C -7.346 -27.826 -10.472
C -11.381 -24.398 -19.369
C -9.738 -25.759 -15.215
C -11.242 -25.991 -4.940
C -13.935 -22.051 -8.804
C -13.837 -24.415 -20.055
C -7.191 -18.417 -15.451
C -4.911 -17.146 -15.822
C -11.235 -24.824 -13.425
C -9.907 -22.060 -11.082
C -10.742 -28.682 -12.757
C -5.599 -24.386 -19.061
C -10.490 -25.965 -6.262
C -11.211 -25.915 -8.773
C -9.429 -24.253 -7.802
C -5.989 -17.613 -14.767
C -6.498 -17.445 -11.898
C -6.658 -26.771 -19.402
C -12.154 -20.599 -14.330
C -6.616 -25.396 -14.561
C -12.203 -28.693 -18.352
C -11.944 -21.932 -9.972
C -11.126 -19.887 -13.416
C -11.746 -23.356 -18.251
C -8.441 -22.839 -15.314
C -3.226 -22.628 -14.540
H -2.169 -22.854 -14.692
H -8.145 -18.006 -15.090
H -7.082 -17.659 -11.012
H -14.082 -20.987 -8.620
H -0.018 -28.986 -15.141
H -9.535 -22.755 -11.836
H -15.484 -24.848 -10.537
H -3.701 -19.222 -14.264
H -4.054 -16.705 -15.338
H -4.347 -26.715 -22.866
H -14.070 -29.420 -12.322
H -10.820 -22.914 -17.863
H -3.133 -26.451 -21.552
H -11.368 -19.941 -12.345
H -5.386 -16.378 -16.466
H -10.304 -26.706 -10.512
H -8.001 -19.288 -13.088
H -13.024 -27.430 -15.537
H -4.756 -27.225 -13.729
H -10.776 -25.977 -17.953
H -8.050 -26.617 -12.823
H -3.039 -27.533 -17.708
H -3.929 -24.516 -17.615
H -6.774 -25.054 -15.607
H -5.610 -23.835 -12.553
H -14.754 -23.700 -21.843
H -3.604 -25.084 -22.567
H -11.585 -24.018 -12.770
H -6.239 -25.326 -11.937
H -11.392 -23.121 -21.187
H -8.274 -17.309 -13.025
H -14.261 -22.945 -13.617
H -13.240 -24.557 -22.139
H -12.145 -23.988 -17.391
H -7.123 -15.798 -14.854
H -9.477 -22.267 -10.108
H -7.192 -18.091 -16.485
H -11.135 -18.845 -13.697
H -10.437 -27.714 -12.348
H -16.515 -27.252 -11.138
H -6.434 -22.376 -19.554
H -15.956 -25.084 -20.589
H -3.468 -27.932 -12.760
H -9.733 -26.777 -14.785
H -11.660 -30.156 -20.424
H -9.919 -29.931 -20.226
H -7.965 -28.530 -11.064
H -11.323 -23.853 -8.709
H -10.705 -23.207 -15.399
H -10.567 -25.557 -4.197
H -10.026 -22.487 -13.978
H -7.742 -15.718 -12.402
H -6.417 -22.849 -14.639
H -12.055 -25.289 -5.039
H -10.732 -27.998 -9.344
H -12.543 -21.826 -19.485
H -2.267 -29.880 -13.511
H -14.387 -23.775 -18.098
H -8.624 -26.687 -7.077
H -6.327 -25.649 -23.078
H -9.954 -26.059 -19.550
H -3.469 -30.843 -14.401
H -7.563 -26.363 -19.933
H -7.418 -20.188 -11.652
H -13.473 -22.565 -7.950
H -4.625 -20.210 -11.803
H -2.996 -25.361 -9.826
H -5.307 -28.047 -15.874
H -6.124 -24.522 -7.763
H -12.818 -21.662 -12.708
H -6.954 -25.507 -17.735
H -11.996 -25.049 -14.167
H -12.669 -26.933 -20.283
H -7.640 -28.179 -16.613
H -14.909 -21.727 -14.580
H -6.407 -27.765 -10.974
H -10.961 -28.437 -20.699
H -9.315 -26.840 -9.181
H -2.691 -26.070 -11.390
H -13.289 -26.643 -17.132
H -8.381 -21.849 -15.787
H -15.009 -22.724 -19.418
H -10.702 -23.702 -6.140
H -3.256 -23.583 -20.509
H -5.673 -15.741 -13.864
H -7.830 -26.872 -10.371
H -9.852 -23.168 -20.096
H -6.795 -26.431 -14.535
H -1.326 -31.267 -15.068
H -7.479 -23.454 -18.707
H -4.870 -28.856 -13.068
H -13.040 -26.811 -9.460
H -6.738 -20.553 -13.316
H -15.347 -25.730 -19.049
H -4.329 -25.684 -10.935
H -5.339 -26.193 -17.968
H -5.320 -23.502 -17.135
H -6.942 -27.697 -18.923
H -6.184 -24.061 -22.347
H -8.848 -26.959 -5.291
H -16.842 -25.053 -11.766
H -2.279 -30.709 -16.431
H -0.151 -29.482 -16.726
H -11.311 -25.738 -12.864
H -7.092 -23.739 -11.616
H -15.329 -29.281 -11.110
H -13.191 -22.948 -21.636
H -8.419 -29.351 -17.689
H -8.668 -25.045 -7.889
H -5.300 -29.767 -15.577
H -12.371 -25.487 -10.446
H -7.207 -23.647 -20.450
H -5.364 -19.317 -10.459
H -5.011 -25.648 -7.103
H -9.651 -24.770 -18.357
H -8.804 -25.588 -15.733
H -4.147 -18.532 -11.438
H -5.547 -25.345 -14.399
H -10.189 -29.461 -12.270
H -3.766 -23.359 -15.182
H -11.803 -28.891 -12.578
H -13.156 -21.703 -17.847
H -0.140 -26.449 -15.330
H -6.727 -25.687 -6.531
H -4.832 -27.688 -20.103
H -2.912 -25.938 -14.807
H -7.125 -19.496 -15.355
H -7.573 -22.234 -13.368
H -9.837 -20.975 -11.284
H -9.657 -27.977 -6.379
H -4.500 -17.984 -16.393
H 0.335 -26.905 -16.989
H -14.949 -22.500 -8.910
H -13.657 -28.926 -10.686
H -2.413 -29.160 -17.845
H -14.646 -26.313 -20.564
H -15.156 -24.925 -12.299
H -1.059 -25.947 -16.702
H -13.550 -22.691 -15.251
H -7.435 -29.907 -16.311
H -5.663 -16.762 -11.616
H -4.185 -22.861 -18.353
H -6.055 -27.640 -21.276
H -4.289 -29.096 -16.841
H -8.931 -23.333 -8.061
H -10.098 -24.514 -9.853
H -10.115 -20.207 -13.628
H -14.221 -28.055 -16.741
H -10.281 -24.412 -21.280
H -12.851 -27.429 -6.910
H -10.581 -25.745 -15.918
H -11.543 -26.978 -4.745
H -1.392 -27.808 -18.462
H -9.160 -24.414 -5.636
H -8.164 -23.559 -16.059
H -3.403 -21.569 -14.828
H -13.324 -25.126 -8.935
H -7.300 -25.280 -21.734
*
```